Record 1
Density functional theory data (ωB97M-V/def2-TZVPD) for a molecular structure, C9H20F5N6O9P2RuS.

Output
Multiplicity ... 5
Orbital gap (spin up / spin down) ... 8.34 / 7.04 eV
HOMO (spin up / spin down) ... -0.4207 / -0.4412 Ha
Total charge ... +1
Energy relative to the best compared isomer or geometry (same formula, charge and spin) ... 0.000 eV
Energy ... -3035.900149 hartree
LUMO (spin up / spin down) ... -3.11 / -4.96 eV

Geometry as XYZ:
```
53
C9H20F5N6O9P2RuS, DFT ωB97M-V/def2-TZVPD
Ru -1.09542 -0.62380 -0.56677
N 0.86018 -1.43513 0.48348
C 0.84038 -1.06512 1.89485
C 2.12989 -0.37138 2.36771
C 2.71015 0.76981 1.52011
C 1.81262 1.96956 1.18196
N 0.89260 2.39186 2.23807
C 1.22710 2.75897 3.46465
N 2.47388 3.16315 3.73016
N 0.30231 2.72550 4.42441
C -0.34871 -0.15970 2.19118
O -0.62861 0.17829 3.31676
O -0.97586 0.34017 1.13654
H 0.63785 -2.41329 0.31307
H 1.70410 -1.18787 -0.01730
H 0.70263 -1.95626 2.50874
H 2.90703 -1.13319 2.45171
H 1.94218 -0.02444 3.38580
H 3.08674 0.39529 0.56414
H 3.60131 1.11516 2.04839
H 1.16576 1.74908 0.33756
H 2.42725 2.81384 0.85913
H -0.08717 2.19608 2.07809
H 3.08718 3.43078 2.97983
H 2.73855 3.43193 4.66168
H -0.45069 2.05347 4.31944
H 0.52444 3.03228 5.35569
O -3.63092 -1.50204 -0.10389
P -2.90384 -2.89573 0.25288
O -3.67299 -3.78799 1.09680
O -1.50353 -2.35164 0.60612
O -2.64622 -3.54386 -1.23540
P -1.48497 -3.01915 -2.18969
O -1.84615 -3.63698 -3.58901
O -0.10905 -3.37141 -1.78451
O -1.69023 -1.46056 -2.25772
H -4.58827 -1.50278 0.02222
H -2.78384 -3.62190 -3.82254
N 1.05522 -1.70761 -3.85946
C 1.11645 -0.40593 -3.64887
N 1.25799 0.41675 -4.68680
S 1.09945 0.27819 -2.06971
H 0.99761 -2.08036 -4.79443
H 0.83151 -2.33332 -3.08397
H 1.30878 0.08492 -5.63598
H 1.26234 1.40752 -4.51829
F -2.95276 1.47382 -0.31422
C -1.90823 1.25009 -1.13613
F -1.00108 2.23251 -0.91005
C -2.46593 1.42919 -2.57368
F -3.50362 0.62357 -2.76687
F -1.54888 1.18717 -3.51118
F -2.87649 2.69248 -2.71472
```

In elementary charge units, the Mulliken charges are:
1. Ru 1.83
2. N -0.51
3. C 0.60
4. C -1.27
5. C -0.56
6. C -0.94
7. N 0.06
8. C 0.71
9. N -0.35
10. N -0.37
11. C -0.08
12. O -0.74
13. O -0.62
14. H 0.41
15. H 0.29
16. H 0.45
17. H 0.47
18. H 0.37
19. H 0.59
20. H 0.41
21. H -0.08
22. H 0.48
23. H 0.25
24. H 0.20
25. H 0.22
26. H 0.23
27. H 0.23
28. O -0.38
29. P 0.85
30. O -0.71
31. O -0.51
32. O -0.36
33. P 0.62
34. O -0.56
35. O -0.75
36. O -0.16
37. H 0.31
38. H 0.34
39. N -0.28
40. C 0.75
41. N -0.40
42. S -0.46
43. H 0.22
44. H 0.12
45. H 0.20
46. H 0.21
47. F -0.27
48. C 0.40
49. F -0.20
50. C 0.43
51. F -0.23
52. F -0.19
53. F -0.26

***

Record 2
Density functional theory data (ωB97M-V/def2-TZVPD) for a molecular structure, C9H20GaO3S in a non-equilibrium geometry.

Output
Orbital gap ... 6.96 eV
HOMO ... -0.1638 Ha
Total charge ... -1
Energy ... -2903.574496 hartree
LUMO ... 2.50 eV

Geometry as XYZ:
```
34
C9H20GaO3S, DFT ωB97M-V/def2-TZVPD
C 1.84370 -1.13246 3.02520
C 1.71501 -0.42170 1.90418
Ga 0.88042 -1.05292 0.14769
C 1.84140 -0.02064 -1.31070
C 1.28594 -0.24637 -2.72880
C 2.35130 -0.04867 -3.82175
C 2.72184 1.43761 -4.00332
C -1.14861 -0.61584 0.16251
C -1.58957 -0.15040 1.55633
C -3.12158 -0.05824 1.63219
S -3.62977 0.81162 3.08135
O -3.03916 2.11422 3.12272
O -3.44468 -0.01522 4.24491
O -5.21605 0.93731 2.85966
H 2.65921 -0.94273 3.72713
H 1.14330 -1.90720 3.32659
H 2.18363 0.56770 1.90160
H 1.00681 -2.65426 -0.01305
H 2.91875 -0.22643 -1.28218
H 1.74626 1.04373 -1.05955
H 0.82103 -1.22966 -2.83664
H 0.53890 0.53721 -2.90467
H 2.02268 -0.47623 -4.77354
H 3.24837 -0.58914 -3.50596
H 2.38737 1.80504 -4.97565
H 3.79971 1.60113 -3.95158
H 2.26937 2.04175 -3.21591
H -1.71603 -1.51627 -0.10067
H -1.40226 0.17326 -0.55641
H -1.25657 -0.87044 2.30710
H -1.11336 0.79817 1.80411
H -3.55100 0.42850 0.75637
H -3.54570 -1.05787 1.73287
H -5.61067 0.93542 3.74786
```

In elementary charge units, the natural (NBO) charges are:
1. C -0.45
2. C -0.61
3. Ga 1.11
4. C -0.90
5. C -0.39
6. C -0.39
7. C -0.62
8. C -0.87
9. C -0.41
10. C -0.67
11. S 2.36
12. O -0.94
13. O -0.97
14. O -0.90
15. H 0.15
16. H 0.17
17. H 0.17
18. H -0.35
19. H 0.19
20. H 0.19
21. H 0.19
22. H 0.18
23. H 0.18
24. H 0.19
25. H 0.19
26. H 0.20
27. H 0.21
28. H 0.19
29. H 0.18
30. H 0.21
31. H 0.22
32. H 0.24
33. H 0.24
34. H 0.50